# 1
ORCA calculation (ωB97M-V/def2-TZVPD) on C5H6O in the gas phase.

Each line ends with the Löwdin charge.
Positions of all 12 atoms, in Å:
H: 2.4780 0.2102 -0.1331  0.107
H: -1.6774 1.1908 0.9427  0.147
H: 0.8127 0.6565 1.7892  0.126
O: -1.1055 0.6913 -1.0696  0.003
C: 0.7768 -1.0181 0.2658  -0.014
C: 0.4668 0.3517 0.8064  -0.240
H: -2.1436 -1.1492 -0.6671  0.137
H: 1.1291 0.5249 -1.3295  0.111
C: -0.9636 0.5969 0.3733  -0.211
C: 1.4164 0.1527 -0.3501  -0.138
H: -0.0975 -1.6064 -0.2132  0.082
C: -1.2644 -0.5334 -0.4719  -0.111

Cartesian forces (eV/Å) of the 2 atoms listed first:
0.0 0.2 0.0
0.2 -0.1 -0.2

Summary:
- Orbital gap (spin up / spin down): 8.33 / 8.34 eV
- Calculated total energy: -7322.8617 eV
- LUMO energy (spin up / spin down): 0.35 / 0.35 eV
- 2S+1: 1
- Relative energy (zero: lowest compared OMol25 entry of this formula, charge and spin): 6.423 eV
- Charge: 0
- Highest occupied orbital energy (spin up / spin down): -8.0 / -8.0 eV


# 2
ORCA calculation (ωB97M-V/def2-TZVPD) on a 2-piece molecular cluster, C4H9N2S overall in a non-equilibrium geometry.

Each line ends with the Löwdin charge.
Positions of all 16 atoms, in Å:
C: 0.5408 -2.6828 -0.6289  -0.001
N: 0.9198 1.1160 -0.0053  0.049
C: 0.7841 -0.1220 -0.3163  -0.086
S: -2.5583 0.0970 0.3783  0.563
H: -4.0879 0.2736 -1.3717  0.012
H: 0.2534 1.6226 -0.5617  0.147
C: -3.5074 0.9171 -0.6842  -0.510
H: 2.4721 2.2333 -0.9705  0.085
H: 2.1426 2.6302 0.7883  0.108
N: 0.5858 -1.2511 -0.5922  0.162
H: 1.1073 -2.9899 -1.4190  0.063
H: 2.9936 1.1796 0.4152  0.111
H: 0.8440 -3.2054 0.2974  0.122
H: -3.4929 2.0431 -0.6714  0.029
H: -0.5782 -2.8735 -0.7484  0.135
C: 2.2266 1.8662 -0.0058  0.012

Cartesian forces (eV/Å) of the 2 atoms listed first:
-3.6 0.2 2.0
0.4 1.2 -0.9

Summary:
- Orbital gap (spin up / spin down): 8.42 / 8.41 eV
- Calculated total energy: -18099.8913 eV
- LUMO energy (spin up / spin down): -3.81 / -3.81 eV
- 2S+1: 1
- Relative energy (zero: lowest compared OMol25 entry of this formula, charge and spin): 3.635 eV
- Charge: +1
- Highest occupied orbital energy (spin up / spin down): -12.2 / -12.2 eV


# 3
ORCA calculation (ωB97M-V/def2-TZVPD) on C6H8S2 in the gas phase in a non-equilibrium geometry.

Each line ends with the Löwdin charge.
Positions of all 16 atoms, in Å:
C: 0.2891 0.5184 0.5970  -0.266
H: 0.6586 -0.5698 2.3251  0.043
S: -0.7368 -1.2012 -2.7035  0.873
S: 0.0011 -1.8880 0.0176  0.860
H: 0.1617 1.4660 0.1664  0.101
H: -0.3674 0.5680 2.7433  0.064
H: -1.9700 -0.3692 0.6656  0.123
C: 0.3064 -0.0401 -1.7989  -0.616
H: 0.7617 0.9193 -2.3550  0.171
C: -0.9922 -0.4517 0.1340  -0.499
H: -1.9537 0.5740 -1.6878  0.139
H: 1.3085 1.0357 2.4311  0.091
C: -1.0543 -0.1116 -1.4242  -0.728
C: 0.4400 0.4409 2.0824  -0.096
H: 2.0788 -0.4912 -0.6260  0.069
C: 1.0687 -0.3995 -0.5670  -0.328

Cartesian forces (eV/Å) of the 2 atoms listed first:
-2.5 -3.2 -2.3
0.7 -1.1 0.1

Summary:
- Orbital gap: 8.79 eV
- Calculated total energy: -28018.6612 eV
- LUMO energy: 0.73 eV
- 2S+1: 1
- Relative energy (zero: lowest compared OMol25 entry of this formula, charge and spin): 3.381 eV
- Charge: 0
- Highest occupied orbital energy: -8.1 eV


# 4
ORCA calculation (ωB97M-V/def2-TZVPD) on a 2-piece molecular cluster, C6H9O2 overall in a non-equilibrium geometry.

Each line ends with the Löwdin charge.
Positions of all 17 atoms, in Å:
H: -1.1821 0.5102 2.0809  0.101
C: -0.9277 -0.5680 0.2730  -0.286
C: -0.0504 1.7370 0.6935  0.109
H: -0.1687 0.0477 -2.9992  0.048
C: -0.6578 -2.0287 0.5807  -0.193
C: -0.3962 0.4762 1.3188  -0.211
H: -0.7181 -0.0677 -2.5111  0.025
H: 0.9867 -3.4906 0.3562  0.008
C: 0.6031 -2.4703 0.3625  -0.143
O: 2.1249 1.4290 -0.1309  -0.029
H: -0.2189 -0.5152 -0.5569  0.037
H: 0.4890 -0.0483 1.7256  0.118
C: 1.0067 1.9340 -0.3254  -0.782
H: -0.8509 2.4862 0.6916  0.113
H: 1.2396 -1.7803 -0.1987  0.037
O: 0.6362 2.6116 -1.3124  -0.042
H: -1.9153 -0.2627 -0.0483  0.091

Cartesian forces (eV/Å) of the 2 atoms listed first:
0.2 0.4 0.1
1.0 0.1 -1.2

Summary:
- Orbital gap: 4.63 eV
- Calculated total energy: -10457.5584 eV
- LUMO energy: 1.64 eV
- 2S+1: 1
- Relative energy (zero: lowest compared OMol25 entry of this formula, charge and spin): 6.459 eV
- Charge: -1
- Highest occupied orbital energy: -3.0 eV


# 5
ORCA calculation (ωB97M-V/def2-TZVPD) on C4H8Si2 as an isolated structure in a non-equilibrium geometry.

Each line ends with the Löwdin charge.
Positions of all 14 atoms, in Å:
H: 2.4051 -1.3659 -0.3677  0.054
C: -0.3292 0.4325 -0.2973  -0.327
C: 2.0900 -0.3873 0.2374  -0.293
H: 2.9624 1.2547 -1.6132  -0.111
Si: -0.9190 -1.4360 -0.4015  0.679
H: 1.3580 2.8365 -0.7546  -0.032
H: -0.3136 -2.7802 -0.3024  -0.099
C: -1.6790 0.7870 0.5884  -0.342
H: -2.0004 1.7431 0.9856  0.066
H: -1.8774 -1.2595 -1.5769  -0.063
H: 1.5227 -0.4351 1.1677  -0.041
Si: 1.9162 1.2580 -0.5946  0.647
C: -2.2295 -0.3031 1.0600  -0.150
H: -2.9064 -0.3446 1.8691  0.011

Cartesian forces (eV/Å) of the 2 atoms listed first:
-0.7 2.4 1.5
-0.9 0.0 0.0

Summary:
- Orbital gap (spin up / spin down): 6.05 / 7.21 eV
- Calculated total energy: -20022.7219 eV
- LUMO energy (spin up / spin down): -1.25 / -0.71 eV
- 2S+1: 1
- Relative energy (zero: lowest compared OMol25 entry of this formula, charge and spin): 7.693 eV
- Charge: 0
- Highest occupied orbital energy (spin up / spin down): -7.3 / -7.9 eV


# 6
ORCA calculation (ωB97M-V/def2-TZVPD) on C40H54CsN7O4SSi3 as an isolated structure in a non-equilibrium geometry.

Each line ends with the Löwdin charge.
Positions of all 110 atoms, in Å:
N: -1.3008 1.9931 2.0738  -0.194
H: 4.9935 2.8260 -0.7500  0.018
H: -4.4607 4.7663 6.7504  0.092
N: -2.8631 -3.1040 0.2371  -0.136
N: -2.8236 3.7353 2.6235  0.119
H: -3.5375 4.3057 2.2059  0.135
H: 0.2994 -3.6112 -3.7341  0.055
C: -3.3339 -5.4923 0.4606  -0.070
Cs: -1.1224 -1.0420 0.0238  1.274
H: -6.9716 -3.2433 4.8881  0.084
C: -3.0185 3.1774 6.7662  -0.112
O: -1.1027 -2.4549 -2.0435  -0.425
H: -1.0868 -4.6321 -4.1976  0.063
H: 6.9827 0.1508 1.0221  0.014
H: -6.7303 -1.2222 6.3055  0.081
C: -2.1719 2.3920 5.9891  -0.112
Si: 3.8205 -1.1547 -1.6114  0.359
H: 6.2864 -1.6473 -1.7876  0.001
Si: 3.0782 1.4071 -0.0819  0.280
H: -2.5583 3.8498 -3.4171  0.100
C: -2.0942 2.9261 1.7625  -0.371
N: 2.5351 0.1521 -7.0347  0.165
H: 2.2795 -3.0257 -0.9941  0.030
C: -1.5051 -0.1018 -4.1519  -0.119
H: -3.2070 -6.3984 -0.1325  0.051
C: -0.2398 1.4922 -5.1752  -0.082
N: -2.6410 2.2454 -0.4751  0.142
N: -1.1836 1.1828 -4.2905  0.085
H: 2.6232 3.3104 1.4508  0.020
C: -2.2698 3.2511 0.3141  -0.238
H: -1.5748 1.6155 6.4534  0.108
C: 5.5266 -1.2616 -2.4727  -0.202
C: -4.2782 -1.8539 3.3536  -0.129
O: 1.4026 2.0562 -7.5158  0.042
H: 5.9964 -2.7111 0.3370  0.008
H: -2.8591 -5.6317 1.4343  0.069
C: -2.7465 2.4909 -1.7744  -0.141
H: 0.1001 -5.2221 -3.0362  0.065
C: -2.4953 3.7337 -2.3441  -0.066
C: 5.3827 -2.5746 1.2310  -0.201
C: 2.6899 -0.4681 -2.9777  -0.177
C: -2.1346 4.7771 -1.5125  -0.072
C: 3.8268 -0.2136 -0.0708  -0.429
Si: 4.7046 -0.8021 1.3860  0.343
C: 0.0699 -0.7905 -5.7956  -0.014
H: 4.0616 2.4170 -2.1854  0.013
C: -6.1785 -2.5307 4.6865  -0.118
H: 2.8113 -1.4974 2.8519  0.028
C: 0.8756 2.4219 -1.3369  -0.175
H: -3.0718 3.0147 7.8349  0.095
N: -3.6428 -3.0201 1.4025  0.015
H: -1.7125 5.3126 0.5377  0.113
H: 5.5056 -1.9095 -3.3571  0.009
H: 4.5750 -3.3100 1.1988  0.017
O: -2.3421 -1.2099 2.1366  -0.444
C: -6.0443 -1.3981 5.4840  -0.135
H: 2.7449 -0.4481 -6.2524  0.085
H: -3.3326 -0.0506 3.9404  0.069
C: -3.7927 4.1502 6.1623  -0.111
H: -4.3275 5.0901 4.3015  0.105
H: -1.9171 5.7587 -1.9152  0.102
H: 6.0179 1.2716 1.9786  0.004
H: 3.3277 0.5359 -7.5242  0.103
C: 2.8781 2.2560 1.6014  -0.162
H: -1.9417 -5.6264 -1.7364  0.068
C: -0.4340 -4.3312 -3.3717  -0.061
H: 1.4649 2.8390 -2.1655  0.074
H: 2.7416 0.6153 -3.1086  0.014
O: 1.5162 1.3452 -0.7200  -0.310
H: 0.5600 -1.5572 -6.3833  0.115
H: -2.2487 -0.3500 -3.3995  0.104
C: 3.6923 -0.8655 2.9905  -0.189
H: 2.9985 -0.9421 -3.9153  0.006
H: 5.8484 -0.2626 -2.7839  0.013
C: 3.9754 2.7221 -1.1386  -0.178
C: -2.0260 4.5372 -0.1496  -0.033
C: -4.1455 -0.7298 4.1640  -0.032
C: 6.2577 0.2135 1.8398  -0.204
H: 3.9552 -3.5980 -0.9659  0.002
C: 3.2460 -2.9609 -1.5002  -0.182
H: -0.0726 2.0777 -1.7537  0.055
C: 0.4198 0.5490 -5.9499  -0.146
C: -2.8771 3.5509 4.0122  -0.240
H: 3.1201 -3.3736 -2.5084  0.019
H: -5.4036 -3.6221 2.9921  0.095
C: -1.9869 -4.5804 -1.4524  -0.079
H: 0.6658 3.2406 -0.6331  0.079
H: 3.7834 2.2186 2.2133  0.010
C: -2.7340 -4.2952 -0.2466  -0.383
C: -3.3080 -2.0326 2.1964  -0.561
H: -1.2363 -2.1363 -4.7262  0.091
C: -2.0864 2.5716 4.6187  -0.450
C: 1.4767 1.0078 -6.8982  -0.507
C: -3.7186 4.3335 4.7848  -0.040
H: 0.0116 2.5417 -5.2850  0.119
H: 6.7377 -0.1491 2.7556  0.009
S: -1.0059 1.5457 3.6718  0.998
H: 3.3392 0.1224 3.2958  0.002
H: 1.6457 -0.7292 -2.7796  0.033
C: -0.9229 -1.1191 -4.8932  -0.039
C: -5.0223 -0.4976 5.2168  -0.103
H: 4.2872 -1.2813 3.8114  0.015
H: 3.4998 3.7082 -1.1063  0.013
C: -5.3070 -2.7545 3.6312  -0.046
H: -4.9039 0.3917 5.8278  0.085
H: -4.3927 -5.3201 0.6604  0.058
H: 6.0058 -2.7967 2.1037  0.015
C: -1.2327 -3.7041 -2.2179  -0.545
H: 2.0649 1.7953 2.1674  0.013
H: -3.0302 1.6567 -2.4025  0.094

Cartesian forces (eV/Å) of the 2 atoms listed first:
0.0 0.0 0.0
0.0 0.0 0.0

Summary:
- Orbital gap: 4.64 eV
- Calculated total energy: -95997.9723 eV
- LUMO energy: 3.44 eV
- 2S+1: 1
- Relative energy (zero: lowest compared OMol25 entry of this formula, charge and spin): 1.042 eV
- Charge: -2
- Highest occupied orbital energy: -1.2 eV


# 7
ORCA calculation (ωB97M-V/def2-TZVPD) on C10H17Cl2F5O3TeW as an isolated structure in a non-equilibrium geometry.

Each line ends with the Mulliken spin population.
Positions of all 39 atoms, in Å:
C: -2.2654 -1.5363 -1.8648  -0.014
H: 2.8241 0.1351 -3.4116  0.000
H: 0.8504 -2.9407 -2.9697  0.002
F: -0.0179 0.3213 5.2920  0.060
C: -2.1969 1.6277 -2.1975  -0.018
F: 1.8726 1.8571 3.9052  0.084
H: 0.0212 -3.2083 -1.4180  0.000
H: -3.0886 -1.0303 -1.3288  -0.001
W: 0.0268 0.0309 0.0821  0.953
H: 3.0658 -0.9459 -2.0171  0.001
H: 0.8945 2.7031 -3.5327  -0.001
H: 0.0678 3.2699 -2.0628  -0.002
H: 1.7577 2.7199 -1.9758  -0.001
H: 3.1017 0.8078 -1.7842  0.000
H: -2.0706 -2.4904 -1.3523  0.000
C: 2.6027 -0.0042 -2.3478  -0.013
Te: 0.2910 0.8450 3.4356  0.432
O: 0.5796 1.3820 1.4311  0.177
C: 0.3182 -1.1675 -1.9526  0.016
F: -1.3762 -0.2033 3.1510  0.071
H: -2.0482 2.5825 -1.6586  0.000
H: -2.6140 -1.7646 -2.8811  0.001
H: -3.1133 1.1656 -1.7986  0.000
F: 1.3590 -0.7857 3.2942  0.075
O: -0.5110 -1.6114 0.9683  -0.006
H: -2.3660 1.8678 -3.2580  0.000
C: -1.0781 -0.6998 -1.9137  -0.006
C: 0.7820 2.5254 -2.4534  0.037
Cl: 2.1528 -0.7637 0.6516  0.041
C: 0.3288 1.1520 -2.1934  0.027
H: -1.4626 -1.5027 1.2894  0.016
Cl: 4.9165 1.4717 0.8375  0.002
C: 0.7420 -2.5648 -1.9442  -0.010
C: 1.1539 -0.0034 -2.1210  0.009
F: -0.8656 2.4360 3.6588  0.071
H: 1.7106 -2.6783 -1.4313  -0.003
H: -1.6979 1.4894 1.2273  0.012
O: -1.7684 0.6078 0.7550  -0.005
C: -1.0454 0.7512 -2.0576  -0.004

Cartesian forces (eV/Å) of the 2 atoms listed first:
-1.3 -0.7 0.4
-0.1 0.0 -0.1

Summary:
- Orbital gap (spin up / spin down): 5.39 / 5.34 eV
- Calculated total energy: -64543.7731 eV
- LUMO energy (spin up / spin down): 4.36 / 4.29 eV
- Expectation value of S²: 2.0117
- 2S+1: 3
- Charge: -2
- Highest occupied orbital energy (spin up / spin down): -1.0 / -1.0 eV


# 8
ORCA calculation (ωB97M-V/def2-TZVPD) on C4H8N2O2 as an isolated structure in a non-equilibrium geometry.

Each line ends with the Löwdin charge.
Positions of all 16 atoms, in Å:
H: -1.2339 2.0374 -0.1593  0.084
H: 1.5301 0.6299 1.8853  0.059
H: -1.8987 -0.3445 -1.4129  0.124
C: 1.9612 0.5067 0.9023  0.065
O: 0.2700 -2.1563 0.2247  -0.025
C: -1.1465 1.1821 0.5164  -0.049
H: -1.7360 -2.2579 -0.1235  0.130
H: 3.0008 0.7674 0.7508  0.070
O: 1.7710 -0.0078 -1.3636  0.059
H: -2.1475 0.8160 0.7665  0.087
C: -0.8220 -1.6522 -0.1683  -0.306
H: -0.6770 1.5131 1.4454  0.083
N: -0.9541 -0.6316 -1.1654  0.046
N: -0.3466 0.1418 -0.1169  -0.172
H: 1.1857 -0.6047 -1.8555  0.098
C: 1.2434 0.0606 -0.1259  -0.353

Cartesian forces (eV/Å) of the 2 atoms listed first:
-0.2 0.2 0.1
-0.1 0.1 -0.1

Summary:
- Orbital gap: 8.93 eV
- Calculated total energy: -11348.3142 eV
- LUMO energy: 0.68 eV
- 2S+1: 1
- Relative energy (zero: lowest compared OMol25 entry of this formula, charge and spin): 5.799 eV
- Charge: 0
- Highest occupied orbital energy: -8.3 eV